ORCA calculation (the ωB97M-V functional and the def2-TZVPD basis) on an isolated molecule of C13H18Si.

Structure (XYZ):
```
32
Properties=species:S:1:pos:R:3:forces:R:3:lowdin_charge:R:1
C -1.245184 1.645910 0.407521 1.3 0.6 0.2 -0.0211
C -2.520257 -0.324537 -0.132261 -0.9 -0.1 -1.0 -0.0088
C -0.128498 -0.507637 -0.050665 -2.2 0.3 0.4 -0.1023
C -0.109924 0.840312 0.407572 1.1 -0.5 -1.2 -0.1962
C -2.463964 1.062578 0.089247 0.8 -0.8 1.5 -0.2889
C -1.382069 -1.092184 -0.362366 -0.2 0.4 1.2 -0.1819
C 1.157802 -1.102863 0.077385 3.0 -1.4 0.4 -0.1560
C 2.107051 -0.210047 0.478760 -3.9 3.4 0.2 -0.2122
C 1.363768 1.216937 0.614856 -1.5 -3.9 -4.4 -0.2962
C -3.699190 1.784330 0.326356 0.0 3.9 -2.1 -0.0732
C -1.720655 -2.501485 -0.662411 0.7 -1.6 -1.8 -0.0636
C 1.600215 -2.575164 0.002250 -4.3 0.8 -0.3 -0.0065
C 3.542020 -0.136151 0.665329 -0.4 -4.7 0.5 -0.0570
Si 1.802807 2.358017 -0.881151 -2.8 1.6 1.4 0.7184
H -1.098266 2.730555 0.693674 -0.6 -1.3 -0.4 0.1295
H -3.509894 -0.914820 -0.218841 1.5 1.5 0.1 0.1435
H 1.517958 1.650446 1.507347 1.0 2.0 3.0 0.0704
H -3.834042 2.357376 1.234241 0.4 -0.1 0.3 0.0850
H -3.952195 2.518231 -0.537488 0.7 -0.8 1.2 0.1226
H -4.450509 1.131547 0.213569 -3.1 -2.4 0.1 0.0188
H -1.120239 -3.290779 -0.294461 1.3 -0.4 1.1 0.0436
H -2.685195 -2.832806 -0.358432 -1.1 0.4 0.4 0.0630
H -1.684480 -2.832717 -1.719039 -0.1 0.9 -0.1 0.0986
H 1.652893 -3.027637 -0.935253 0.4 -0.1 -2.2 0.0591
H 0.876593 -3.298243 0.430935 0.6 0.7 0.8 0.0841
H 2.516667 -2.556689 0.417498 3.0 -0.8 1.6 0.0159
H 3.909991 0.061996 -0.258449 1.6 0.8 -2.9 0.0506
H 3.946655 -1.159905 0.887233 -0.1 0.9 0.1 0.1042
H 3.922358 0.552512 1.318021 0.5 1.8 1.9 0.0606
H 3.119948 2.619089 -0.558093 2.3 0.6 0.0 -0.1125
H 0.949676 3.654919 -0.434275 1.0 -1.2 -0.8 -0.0310
H 1.618167 2.178915 -2.368613 -0.1 -0.5 0.8 -0.0603
```
Positions in Å, forces in eV/Å.

Calculated values
* relative energy (zero: lowest compared OMol25 entry of this formula, charge and spin): 58.0 kcal/mol
* DFT total energy: -795.53967 Ha
* structure (SMILES): CC1=C(C)[C@@H]([SiH3])c2cc(C)cc(C)c21
* HOMO: -0.280 Ha

***

ORCA calculation (the ωB97M-V functional and the def2-TZVPD basis) on a structure of composition C13H19AlP2.

Structure (XYZ):
```
35
Properties=species:S:1:pos:R:3:forces:R:3:lowdin_charge:R:1
C 2.058358 0.254663 -1.386196 0.5 -0.8 0.5 -0.2482
C 3.420534 0.661572 -1.417731 -0.3 -0.8 0.4 -0.2078
C 4.231328 -0.463425 -1.063688 -1.2 0.4 -0.2 -0.1906
C 3.374950 -1.579762 -0.838252 -0.6 0.7 0.0 -0.2056
C 2.031112 -1.149104 -1.007345 0.6 1.3 -0.2 -0.2451
Al -1.294576 -0.041470 0.094001 3.5 -1.2 -1.0 0.4020
P -3.183694 0.649988 -1.221848 -3.2 1.5 -1.7 0.6213
H 1.197743 0.905581 -1.564544 0.2 -0.2 -0.2 0.0048
H 3.747883 1.661531 -1.694089 0.1 -0.2 0.2 0.0574
H 5.298210 -0.430335 -0.909612 0.1 -0.1 -0.2 0.0564
H 1.120667 -1.712379 -0.859406 0.0 -0.3 -0.1 0.0030
H 3.667201 -2.592037 -0.575142 0.1 0.2 0.0 0.0577
H -3.826456 -0.290960 -2.100194 0.3 0.5 0.3 -0.0798
H -2.814810 1.682688 -2.168223 -0.2 -0.6 0.5 -0.0678
H -4.349922 1.280405 -0.634078 0.3 -0.2 -0.6 -0.0899
C -2.730158 -1.316455 2.486475 0.3 0.0 0.4 -0.2758
P -1.273631 -0.153539 2.476326 -0.2 -0.4 3.2 0.7095
C -2.085047 1.469164 2.643050 0.0 0.5 0.2 -0.2903
C -0.830673 -0.314468 4.291273 0.1 -0.2 0.2 -0.3563
C 0.507585 -0.518746 4.664446 -0.4 0.0 0.0 -0.0851
C 0.852048 -0.581748 6.020295 -0.3 0.1 0.3 -0.0729
C -0.134541 -0.454393 7.015971 0.1 0.0 -0.7 -0.0733
C -1.474196 -0.273209 6.637266 0.1 0.0 0.0 -0.0808
C -1.822732 -0.198025 5.287092 0.5 -0.1 0.2 -0.1236
H -2.218014 -2.291566 2.486243 -0.6 0.1 0.0 0.0573
H -3.230443 -1.154157 3.454651 0.0 -0.3 -0.6 0.0316
H -3.477562 -1.254407 1.677952 0.4 0.0 0.2 0.0335
H -2.572238 1.542370 3.633040 0.1 0.0 -0.7 0.0500
H -1.277731 2.218391 2.606025 -0.5 0.0 -0.1 0.0634
H -2.820122 1.622653 1.845402 0.1 0.3 0.1 0.0167
H 1.261989 -0.636125 3.880673 -0.2 0.1 0.3 0.1118
H 1.897599 -0.718450 6.307015 -0.4 0.0 -0.1 0.1089
H 0.141089 -0.485837 8.074070 -0.1 0.0 -0.4 0.1069
H -2.259040 -0.177831 7.396200 0.4 -0.1 -0.3 0.1079
H -2.878113 -0.051506 5.031914 0.4 0.0 0.1 0.0928
```
Positions in Å, forces in eV/Å.

Calculated values
* DFT total energy: -1431.64467 Ha
* HOMO (alpha / beta): -0.185 / -0.185 Ha

***

ORCA calculation (the ωB97M-V functional and the def2-TZVPD basis) on a structure of composition C13H19BNO9Tl.

Structure (XYZ):
```
44
Properties=species:S:1:pos:R:3:forces:R:3:lowdin_spin:R:1
Tl -2.130213 -1.927653 2.158244 -0.2 -0.3 0.2 0.0269
O -4.829653 6.470763 -0.084739 3.1 -2.9 0.1 0.1038
C -4.035757 5.544141 0.070250 -7.2 5.1 0.5 0.0468
O -4.312976 4.444938 0.736958 1.5 -1.1 -0.1 0.0374
B -3.151113 3.591159 0.647347 -0.9 0.5 -0.8 0.0087
O -2.130469 4.418552 -0.010862 0.9 0.2 -0.3 0.0337
C -2.638070 5.541621 -0.385340 4.1 0.7 -1.7 0.0699
O -2.003461 6.428227 -1.016714 -1.6 -1.8 1.4 0.7056
O -3.371333 2.373421 -0.192864 0.1 -2.3 2.5 0.0856
C -3.241659 1.281482 0.595861 -0.1 -2.5 -5.4 0.0784
O -3.194519 0.097554 0.271071 -0.5 3.7 1.3 0.1777
C -2.849532 1.805414 1.998276 0.9 -0.3 3.6 0.0840
O -2.664971 3.055557 1.944641 -0.2 -0.1 0.3 0.0486
O -2.689924 1.013209 2.920568 -0.3 1.2 -1.4 0.4819
C 1.258990 -0.253624 -2.102159 -0.2 0.4 0.0 -0.0445
C 0.582358 -1.425983 -1.361886 -0.9 -3.2 -1.4 -0.0470
C 1.388302 -2.788859 -1.645298 0.0 0.5 0.2 0.0000
C 2.781546 -2.893999 -1.002211 -0.4 1.4 0.4 -0.0002
C 2.548843 -2.696975 0.495521 0.4 -1.8 -0.6 -0.0007
C 1.881833 -1.369430 0.878368 -0.2 -2.5 2.5 -0.0602
N 0.593567 -1.220007 0.169098 1.9 1.3 -3.3 -0.6316
O -0.138257 -0.116148 0.476070 -0.3 -0.6 1.2 -0.0736
C 1.490240 -1.585986 2.403143 0.6 0.9 0.4 -0.0284
C 2.909798 -0.189126 0.750960 -1.1 0.4 0.5 -0.0572
C -0.936299 -1.661439 -1.892238 1.3 1.3 1.3 -0.0108
H 2.325244 -0.185194 -1.886450 -0.2 0.2 0.1 -0.0008
H 0.727093 0.696891 -2.060986 0.1 0.4 1.0 -0.0018
H 1.156263 -0.336830 -3.184107 0.1 -1.1 -0.1 -0.0049
H 0.831116 -3.640018 -1.253922 -0.4 0.1 0.2 -0.0006
H 1.409975 -2.985044 -2.717282 0.0 0.5 -0.1 0.0005
H 3.459885 -2.086375 -1.277342 0.0 -0.1 -0.7 -0.0001
H 3.274686 -3.829593 -1.266005 -0.2 0.0 0.2 0.0000
H 3.434277 -2.913585 1.093168 0.5 1.1 -0.1 0.0004
H 2.039817 -3.602603 0.825414 -1.2 0.3 0.2 -0.0011
H 1.320596 -0.630044 2.898598 -0.1 0.0 0.0 -0.0004
H 0.712615 -2.280776 2.720445 -0.6 -0.1 -0.9 0.0023
H 2.311635 -2.073577 2.928184 0.5 0.4 -0.3 -0.0023
H 3.750122 -0.420525 0.096426 -0.3 0.0 -0.1 -0.0039
H 2.399054 0.734630 0.479095 0.2 0.1 -0.4 -0.0012
H 3.273201 0.031152 1.754712 0.2 -0.3 0.0 -0.0039
H -1.528263 -0.773943 -1.668568 -0.1 0.1 0.3 0.0006
H -1.364754 -2.514052 -1.365386 0.0 -0.2 -0.4 -0.0001
H -1.012566 -1.704735 -2.978707 0.5 -0.6 0.1 0.0000
H 0.362733 0.577412 0.040650 0.2 1.0 -0.4 -0.0177
```
Positions in Å, forces in eV/Å.

Calculated values
* DFT total energy: -1434.80877 Ha
* charge: +3
* multiplicity: 2
* HOMO (alpha / beta): -0.730 / -0.728 Ha

***

ORCA calculation (the ωB97M-V functional and the def2-TZVPD basis) on a structure of composition C13H19Br2MnN4P.

Structure (XYZ):
```
40
Properties=species:S:1:pos:R:3:forces:R:3:lowdin_spin:R:1
Mn -0.220600 1.555500 0.757700 0.7 -3.1 1.1 1.1158
Br 5.444300 -1.818000 -0.013300 -1.8 0.8 0.3 0.0741
C 3.733400 -0.986000 0.172800 1.6 -0.7 0.0 0.0162
C 3.045300 -0.534800 -0.962100 -0.7 0.3 -0.3 0.0183
C 1.823100 0.088900 -0.802300 0.7 -0.4 -1.2 -0.0081
N 1.250800 0.289500 0.397300 -1.2 1.5 0.2 0.0076
C 1.901900 -0.166400 1.510400 0.8 -0.6 0.9 -0.0042
C 3.138800 -0.794700 1.430600 -0.6 0.4 0.2 0.0051
C 1.134100 0.047500 2.757300 0.8 -0.6 0.4 -0.0008
C 1.515400 -0.397200 4.017200 -0.1 0.2 -0.7 -0.0004
C 0.641000 -0.220000 5.101700 0.5 -0.5 1.4 0.0059
Br 1.094000 -0.826200 6.850100 -0.4 0.5 -1.6 0.0098
C -0.584900 0.417700 4.873500 -0.2 0.1 -0.5 0.0008
C -0.872400 0.862700 3.597500 -0.7 0.1 0.9 0.0008
N -0.047100 0.703300 2.550000 -0.1 0.9 -1.2 -0.0159
H 3.454800 -0.663900 -1.955100 0.0 0.0 0.0 0.0003
H 1.268500 0.422700 -1.676100 0.1 0.0 0.1 -0.0005
H 3.660600 -1.117900 2.319700 -0.1 -0.1 0.1 0.0000
H 2.474900 -0.871100 4.175600 0.0 -0.1 0.0 -0.0001
H -1.300600 0.559300 5.672200 0.0 0.1 0.0 -0.0002
H -1.815100 1.364300 3.407300 0.1 0.0 0.0 -0.0001
N -1.056500 3.346500 0.682900 -0.2 1.2 0.9 -0.0067
N -0.350300 3.068200 -0.509100 0.7 0.7 -1.1 -0.0055
H -2.034500 3.635600 0.525300 0.2 -0.4 0.0 0.0025
H -0.638900 4.117300 1.235000 0.0 -0.2 -0.2 0.0011
H 0.502800 3.641000 -0.621200 -0.2 0.0 0.1 0.0011
H -0.896400 3.248300 -1.366400 0.0 -0.4 0.3 0.0034
C -1.930500 -0.052400 -1.814700 0.4 0.3 0.2 -0.0190
P -1.980600 0.079900 -0.002600 -1.1 -1.2 -0.5 -0.1364
C -3.606500 0.770900 0.422600 0.3 0.5 0.2 -0.0233
C -1.901400 -1.591600 0.696400 0.5 0.3 0.2 -0.0205
H -2.873900 -0.515700 -2.128000 -0.1 -0.1 0.2 -0.0064
H -1.110800 -0.686600 -2.149100 0.0 0.0 0.0 0.0001
H -1.872600 0.919200 -2.308100 0.0 0.0 0.0 -0.0004
H -4.342000 -0.041700 0.385100 0.2 -0.2 -0.1 -0.0069
H -3.911600 1.525700 -0.303200 0.0 0.1 0.0 0.0000
H -3.645800 1.189200 1.428100 0.0 0.0 0.1 -0.0008
H -2.628300 -2.215400 0.165200 -0.1 0.2 -0.1 -0.0068
H -2.155100 -1.591100 1.757000 0.0 0.1 0.0 0.0002
H -0.915400 -2.030500 0.562300 0.1 -0.1 -0.1 -0.0003
```
Positions in Å, forces in eV/Å.

Calculated values
* DFT total energy: -7364.42690 Ha
* charge: +4
* multiplicity: 2
* HOMO (alpha / beta): -0.786 / -0.785 Ha

***

ORCA calculation (the ωB97M-V functional and the def2-TZVPD basis) on an isolated molecule of C13H19BrN2O3S2.

Structure (XYZ):
```
40
Properties=species:S:1:pos:R:3:forces:R:3:lowdin_charge:R:1
C -3.316312 2.343536 -4.629978 3.2 -1.0 -2.6 -0.0879
H -3.297016 1.563743 -5.346859 -0.2 -1.5 -0.3 0.0904
C -2.629485 2.111191 -3.434535 -2.0 -1.9 9.1 -0.2841
C -2.612578 3.386869 -2.381185 5.4 -2.9 -0.8 -0.0473
C -1.956589 3.219844 -0.919785 -1.2 -9.2 -4.7 -0.3014
C -2.034575 4.212522 0.040367 3.3 -2.0 2.0 -0.0911
H -1.540880 4.961771 -0.324236 3.4 4.9 -2.2 0.0457
H -2.902536 4.617878 0.072179 -6.3 2.1 1.5 0.0456
H -1.448630 3.985802 0.897247 -0.4 -0.4 1.4 0.1131
C -2.805791 1.889980 -0.361447 1.8 -0.8 -0.6 0.0166
N -2.635088 0.527909 -1.341840 -3.7 6.9 1.3 0.0170
C -1.654528 -0.306387 -1.010556 -4.7 1.4 1.4 -0.4807
O -1.261678 -0.165674 0.164759 1.1 -2.5 -1.9 -0.0044
C -1.512538 -1.366082 -2.151574 3.9 -0.6 9.1 0.0356
N -0.050082 -1.624019 -1.833741 -10.0 1.0 3.2 -0.0947
S 0.886731 -0.541259 -1.600545 3.2 11.4 -7.2 0.5436
O 0.234534 0.858181 -2.057063 2.2 -5.3 1.5 -0.3165
O 2.095848 -0.931117 -2.257686 0.7 -0.5 -0.9 -0.2567
C 1.317526 -0.308269 -0.130917 1.4 -2.2 10.0 -0.6341
C 1.375775 0.684726 0.791311 1.1 5.2 -1.4 -0.1978
C 1.809466 0.563199 2.145953 -2.3 -9.6 -4.0 -0.0607
C 1.778024 -1.029932 2.404735 0.1 5.7 -3.0 -1.0028
S 1.518406 -1.873322 0.864469 0.2 1.9 1.0 0.9830
Br 2.077250 -1.819815 4.029775 0.1 -0.4 0.2 0.7408
H 2.101973 1.309553 2.728367 0.9 2.7 2.8 0.0332
H 1.281203 1.815786 0.292582 0.0 -3.0 1.5 0.1859
H 0.134401 -2.293502 -2.337062 4.1 -8.7 -6.1 0.0254
H -2.107897 -2.225889 -2.127578 -0.6 -1.4 0.9 0.1298
H -1.648889 -0.942086 -2.981618 -0.4 3.5 -6.7 0.0307
C -3.439545 0.961520 -2.511277 9.0 -4.8 -4.7 -0.0756
H -3.341638 0.030328 -3.226823 -1.6 1.7 1.0 0.1440
H -4.276548 1.382337 -2.310474 -6.0 1.7 1.8 0.0423
H -2.350928 1.514688 0.544721 0.0 0.4 0.2 0.0832
H -3.837591 2.207804 -0.109055 0.1 -0.8 -0.8 0.1184
H -0.970217 2.678569 -1.071519 -0.7 1.3 0.2 0.1347
H -1.984762 3.981549 -2.989072 0.7 1.7 -0.3 0.0925
H -3.498960 3.806314 -2.291228 -4.5 1.9 0.2 0.0571
H -1.745905 1.574861 -3.346657 2.4 0.0 -1.0 0.0888
H -4.244868 2.647845 -4.503952 -4.3 2.0 0.4 0.0538
H -2.638391 2.976040 -5.102658 0.3 2.3 -1.5 0.0842
```
Positions in Å, forces in eV/Å.

Calculated values
* relative energy (zero: lowest compared OMol25 entry of this formula, charge and spin): 287.8 kcal/mol
* DFT total energy: -4211.91838 Ha
* structure (SMILES): C[C@@H]1C[C@H](C)CN(C(=O)CNS(=O)(=O)c2ccc(Br)s2)C1
* HOMO: -0.300 Ha

***

ORCA calculation (the ωB97M-V functional and the def2-TZVPD basis) on a cluster of 2 separate species, C13H19Cl2FN3O3 in total.

Structure (XYZ):
```
41
Properties=species:S:1:pos:R:3:forces:R:3:lowdin_charge:R:1
C 0.100885 0.647163 -5.370237 -0.1 0.6 0.5 0.0932
C -0.746774 1.217388 -4.466944 0.0 -0.6 -0.3 -0.1340
N -0.288583 1.591271 -3.144092 0.6 1.7 -0.8 0.1445
C -0.396040 0.725943 -2.182478 0.6 -1.2 0.6 -0.3430
N -0.911374 -0.516926 -2.234134 -1.2 1.1 -0.1 0.1791
C -1.590038 -0.725816 -0.880440 0.0 -0.5 -0.3 -0.2286
C -1.215762 -1.971208 -0.124921 -0.2 -0.6 0.1 -0.1474
C -1.998303 -3.059806 -0.180132 0.3 0.5 0.0 0.0470
C -1.313648 0.668045 -0.198518 0.7 -1.2 -1.7 -0.2964
C -1.364027 0.773445 1.302358 -1.1 0.9 -0.1 -0.6343
Cl -2.923767 0.025037 1.796750 0.2 -0.3 0.1 0.6989
C -1.396672 2.236503 1.785943 0.4 0.1 0.1 -0.7294
C -0.102190 2.979102 1.430325 -0.4 -0.3 -0.2 -0.1065
Cl -2.828634 3.099022 1.126666 0.2 0.1 0.0 0.6264
N 0.026068 0.980634 -0.854863 -0.6 0.4 -0.2 0.1313
H -0.040949 -0.370115 -5.720318 -1.0 0.7 -1.6 0.0798
H 0.948225 1.227693 -5.732140 1.2 -0.9 1.3 0.0814
H -1.792554 1.420656 -4.680857 -0.4 -1.4 0.7 0.1235
H 0.137479 2.480194 -2.894638 0.0 0.0 0.0 0.1809
H -1.562632 -0.686206 -2.992273 0.4 -0.3 -0.3 0.1440
H -2.651619 -0.766125 -1.115252 0.0 -0.2 0.1 0.1399
H -0.318855 -2.001541 0.502430 -1.1 0.5 0.3 0.0829
H -2.128024 -3.679794 0.698087 0.8 -0.8 -0.4 0.0707
H -2.542283 -3.327700 -1.080604 -0.9 0.5 0.4 0.0703
H -2.010828 1.304721 -0.745527 -0.3 0.5 0.9 0.1272
H -0.554920 0.247357 1.795804 0.1 -0.1 -0.1 0.1045
H -1.542812 2.246677 2.861450 -0.1 -0.2 0.1 0.0934
H 0.685057 2.235694 1.321640 0.3 0.2 0.1 0.0678
H -0.238970 3.468189 0.469786 0.2 0.0 -0.1 0.0620
H 0.161800 3.723750 2.173594 0.0 0.0 0.1 0.0840
H 0.526665 0.108133 -0.660467 0.9 0.5 0.5 0.1004
C 3.240958 -1.066225 3.574292 0.2 0.2 0.2 -0.0262
C 3.544952 -2.397575 2.929206 -0.1 -0.2 0.4 -0.2965
O 2.445387 -2.549376 2.030623 0.2 0.3 -0.2 0.1612
C 2.047511 -1.311366 1.688870 0.0 0.0 0.0 -0.5279
O 1.327816 -1.069107 0.763091 0.5 0.2 0.2 0.1104
O 2.553998 -0.379536 2.511835 0.0 -0.2 0.0 0.0883
F 3.530267 -3.404439 3.821662 -0.1 0.0 -0.1 0.1002
H 2.574094 -1.170000 4.430294 0.0 -0.2 0.0 0.1508
H 4.131383 -0.524799 3.879542 0.0 0.2 -0.2 0.1465
H 4.477714 -2.428957 2.364585 0.0 -0.1 0.0 0.1797
```
Positions in Å, forces in eV/Å.

Calculated values
* relative energy (zero: lowest compared OMol25 entry of this formula, charge and spin): 0.0 kcal/mol
* DFT total energy: -1916.62768 Ha
* charge: +1
* HOMO: -0.445 Ha

***

no.,F_max (eV/Å)
1,6.117
2,3.882
3,8.826
4,3.334
5,13.863
6,2.216